Record 1
The following is a quantum chemistry calculation of a molecular structure, C25H53AgBr4F6NO11S2 at a distorted geometry, from the Open Molecules 2025 dataset.

Positions of all 103 atoms, in Å:
Ag: 0.042 -2.316 1.130
O: 1.301 0.013 -1.275
H: 0.418 0.029 -0.765
H: 1.759 -0.796 -1.004
H: 1.109 0.008 -2.270
O: -0.475 -2.164 -2.508
H: 0.212 -2.612 -1.994
H: -0.003 -1.535 -3.207
H: -1.109 -1.601 -1.952
C: -2.321 0.054 1.305
C: -1.914 0.242 -0.115
C: -1.458 1.682 -0.427
O: -0.951 -0.704 -0.490
H: -3.174 0.660 1.625
H: -1.539 0.144 2.062
H: -2.747 -0.951 1.434
H: -2.769 0.170 -0.807
H: -1.134 1.772 -1.469
H: -0.614 1.944 0.218
H: -2.261 2.423 -0.410
C: 2.711 -2.518 -4.730
F: 3.956 -2.940 -4.681
F: 2.307 -2.638 -5.968
F: 1.900 -3.187 -3.918
S: 2.717 -0.679 -4.280
O: 3.534 -0.526 -3.106
O: 3.187 0.049 -5.410
N: 1.006 -0.440 -3.895
S: 0.520 0.630 -4.970
O: 0.950 1.977 -4.768
O: 0.624 0.179 -6.339
C: -1.326 0.494 -4.684
F: -1.928 1.427 -5.372
F: -1.742 -0.712 -5.077
F: -1.609 0.652 -3.381
C: 2.427 1.686 2.846
C: 3.383 0.505 2.821
C: 2.499 -0.651 2.308
O: 1.187 -0.126 2.077
C: 1.069 1.035 2.893
H: 2.642 2.233 1.926
H: 2.488 2.367 3.695
H: 3.754 0.306 3.828
H: 4.278 0.628 2.213
H: 2.459 -1.388 3.116
H: 2.921 -1.133 1.423
H: 0.799 0.709 3.912
H: 0.208 1.691 2.740
C: -2.721 -5.754 0.513
C: -1.529 -6.475 1.178
C: -0.333 -5.757 0.595
O: -0.758 -4.419 0.518
C: -2.091 -4.423 0.034
H: -3.548 -5.634 1.212
H: -3.112 -6.370 -0.298
H: -1.437 -7.558 1.247
H: -1.592 -6.239 2.249
H: -0.020 -6.211 -0.352
H: 0.498 -5.884 1.292
H: -2.029 -4.585 -1.052
H: -2.757 -3.579 0.191
C: 2.591 4.566 -2.210
C: 3.820 4.166 -3.020
C: 3.727 2.669 -3.184
O: 2.800 2.250 -2.168
C: 2.529 3.362 -1.309
H: 1.696 4.806 -2.784
H: 2.748 5.505 -1.674
H: 4.705 4.471 -2.456
H: 3.926 4.729 -3.950
H: 4.717 2.277 -2.933
H: 3.407 2.339 -4.170
H: 3.250 3.374 -0.480
H: 1.573 3.154 -0.818
C: -1.298 -3.256 5.447
C: 0.082 -3.851 5.437
C: 0.552 -3.603 4.011
O: -0.160 -2.387 3.627
C: -1.239 -2.034 4.522
H: -1.511 -3.103 6.509
H: -2.026 -4.011 5.142
H: 0.138 -4.911 5.686
H: 0.769 -3.345 6.117
H: 0.353 -4.355 3.245
H: 1.595 -3.283 3.974
H: -2.199 -1.899 4.030
H: -0.955 -1.169 5.122
Br: -2.280 1.610 4.897
C: -3.727 2.928 4.733
C: -4.594 2.579 3.546
Br: -6.092 3.838 3.525
H: -3.327 3.904 4.477
H: -4.286 2.848 5.658
H: -4.983 1.567 3.513
H: -4.020 2.810 2.651
Br: -2.532 4.888 -4.868
C: -1.056 5.500 -3.739
C: -1.511 6.625 -2.844
Br: 0.047 7.043 -1.707
H: -0.267 5.824 -4.411
H: -0.719 4.676 -3.115
H: -2.297 6.223 -2.210
H: -1.809 7.475 -3.449

Output
2S+1: 1
Total charge: +1
Orbital gap in eV: 7.5
HOMO level in Eh: -0.4130


Record 2
The following is a quantum chemistry calculation of 5 unconnected molecules or ions with the total composition C25H53B2Cl8N4O8, from the Open Molecules 2025 dataset.

Positions of all 100 atoms, in Å:
C: -0.310 -4.021 1.789
C: 0.405 -4.964 0.826
O: 1.080 -4.225 -0.211
C: -0.507 -5.987 0.092
N: -1.944 -5.852 0.352
C: -2.769 -5.687 -0.856
C: -4.212 -5.288 -0.518
O: -4.501 -3.931 -0.797
C: -3.678 -2.996 -0.125
O: -3.009 -2.199 -1.033
B: -2.426 -1.095 -0.185
C: -2.324 0.323 -0.977
C: -0.891 0.674 -1.406
C: 0.040 0.856 -0.191
C: 1.117 -0.238 -0.024
N: 2.511 0.257 -0.261
C: 3.232 0.425 0.925
N: 3.397 1.500 1.597
N: 3.772 -0.798 1.416
O: -3.361 -1.061 1.015
C: -4.430 -1.949 0.768
C: -5.535 -1.305 -0.091
C: -5.879 0.150 0.275
C: -5.714 0.536 1.743
C: -6.184 1.946 2.050
O: -5.213 2.952 1.682
C: -4.246 3.188 2.558
O: -3.196 3.693 2.293
B: -4.919 -2.748 2.036
O: -6.280 -2.997 2.310
O: -3.995 -3.350 2.872
H: -0.458 -3.057 1.299
H: 0.310 -3.849 2.676
H: -1.276 -4.398 2.115
H: 1.170 -5.519 1.383
H: 1.976 -4.019 0.076
H: -0.171 -7.001 0.340
H: -0.316 -5.847 -0.974
H: -2.269 -6.677 0.839
H: -2.763 -6.604 -1.465
H: -2.337 -4.876 -1.447
H: -4.400 -5.532 0.541
H: -4.924 -5.863 -1.113
H: -2.950 -3.503 0.522
H: -1.288 -1.437 0.196
H: -2.958 0.299 -1.877
H: -2.723 1.134 -0.350
H: -0.507 -0.153 -2.014
H: -0.874 1.582 -2.021
H: -0.581 0.857 0.707
H: 0.553 1.823 -0.251
H: 0.916 -1.085 -0.679
H: 1.089 -0.625 0.997
H: 2.480 1.150 -0.744
H: 2.849 2.252 1.182
H: 4.643 -1.012 0.944
H: 3.979 -0.677 2.401
H: -6.433 -1.930 -0.074
H: -5.171 -1.306 -1.122
H: -6.930 0.338 0.012
H: -5.277 0.838 -0.327
H: -6.299 -0.134 2.386
H: -4.664 0.431 2.030
H: -7.067 2.210 1.466
H: -6.411 2.062 3.118
H: -4.531 2.923 3.591
H: -6.679 -2.271 2.797
H: -4.253 -4.247 3.111
Cl: 1.753 0.711 -3.643
C: 3.288 0.663 -4.546
C: 4.461 1.160 -3.744
Cl: 4.403 2.926 -3.448
H: 3.161 1.240 -5.458
H: 3.460 -0.381 -4.805
H: 5.400 0.981 -4.263
H: 4.506 0.670 -2.773
Cl: -0.318 6.550 -2.789
C: -0.164 5.742 -1.201
C: 1.168 5.061 -1.040
Cl: 1.337 3.650 -2.117
H: -0.983 5.033 -1.109
H: -0.273 6.514 -0.442
H: 1.252 4.687 -0.020
H: 1.996 5.738 -1.238
Cl: 6.673 4.161 1.106
C: 6.098 5.175 2.458
C: 4.650 4.933 2.796
Cl: 3.565 5.480 1.490
H: 6.270 6.210 2.175
H: 6.714 4.932 3.322
H: 4.397 5.504 3.688
H: 4.443 3.878 2.956
Cl: 9.540 3.364 -3.424
C: 8.340 2.849 -2.204
C: 8.415 1.369 -1.933
Cl: 7.870 0.413 -3.338
H: 7.355 3.134 -2.565
H: 8.559 3.396 -1.290
H: 7.753 1.123 -1.104
H: 9.427 1.054 -1.692

Output
2S+1: 1
Total charge: -1
Orbital gap in eV: 6.3
HOMO level in Eh: -0.1595